# 1
Density functional theory data (wB97M-V/def2-TZVPD) for a 2-piece molecular cluster, C2H9N3O overall.

Geometry (Å):
H -2.877 -1.289 -0.325
N -1.852 -1.264 -0.498
N -1.462 -2.387 -0.096
N -0.246 -2.886 -0.318
H 0.524 -2.502 -0.814
H -0.033 -3.755 0.089
C 1.397 0.673 -1.290
C 0.895 1.156 0.071
O -0.106 0.448 0.593
H 0.537 0.343 -1.802
H 1.797 1.585 -1.900
H 2.112 -0.150 -1.143
H 0.592 2.192 0.035
H 1.797 0.966 0.702
H -0.904 0.455 0.084

For the gap between HOMO and LUMO, the calculation gives 0.378 Ha. The relative energy (zero: lowest compared OMol25 entry of this formula, charge and spin) comes out at 333.2 kJ/mol. Its energy is -321.0048 hartree. For the LUMO energy, the calculation gives 1.07 eV. As for the SMILES: [H]/N=N/N.CCO. The calculation puts the HOMO energy at -9.22 eV. Its maximum force is 3.211 eV/A.

Here are the Löwdin charges for atoms 1 to 4, given in e:
1. H 0.06
2. N 0.01
3. N -0.16
4. N 0.05

# 2
Density functional theory data (wB97M-V/def2-TZVPD) for C18H19O6SSc as an isolated structure.

Geometry (Å):
Sc -0.332 -1.094 1.396
O 2.515 -2.713 -1.244
C 1.691 -1.995 -0.560
O 1.139 -2.375 0.483
C 1.487 -0.600 -1.088
O 0.390 0.004 -0.398
C -0.791 0.265 -1.234
C -1.796 -0.879 -1.071
O -2.606 -1.149 -1.891
O -1.651 -1.481 0.128
H 2.624 -3.610 -0.878
H 1.318 -0.622 -2.165
H 2.397 -0.024 -0.901
H -0.489 0.401 -2.269
H -1.227 1.192 -0.865
O -1.395 -0.149 2.735
S -2.033 0.148 4.116
C -1.683 1.905 4.382
C -2.187 2.302 5.742
C -1.286 2.643 6.748
C -1.747 3.006 8.004
C -3.112 3.020 8.260
C -4.014 2.683 7.260
C -3.554 2.326 6.000
C -0.864 -0.645 5.276
C 0.499 -0.764 4.656
C 1.465 0.211 4.854
C 2.705 0.115 4.228
C 2.996 -0.970 3.415
C 2.049 -1.975 3.236
C 0.796 -1.865 3.833
H -2.218 2.405 3.573
H -0.610 2.055 4.257
H -0.223 2.666 6.537
H -1.046 3.287 8.777
H -3.473 3.306 9.238
H -5.077 2.708 7.456
H -4.269 2.083 5.222
H -1.291 -1.614 5.531
H -0.887 -0.017 6.169
H 1.270 1.034 5.528
H 3.456 0.875 4.401
H 3.978 -1.062 2.970
H 2.301 -2.870 2.684
H 0.085 -2.689 3.765

For the gap between HOMO and LUMO, the calculation gives 0.286 Ha. The relative energy (zero: lowest compared OMol25 entry of this formula, charge and spin) comes out at 49.3 kJ/mol. Its energy is -2307.2465 hartree. For the LUMO energy, the calculation gives -6.83 eV. The calculation puts the HOMO energy at -14.62 eV. Its total charge is +2. Its maximum force is 0.451 eV/A.

Here are the Löwdin charges for atoms 1 to 4, given in e:
1. Sc 1.26
2. O 0.25
3. C -0.42
4. O 0.02

# 3
Density functional theory data (wB97M-V/def2-TZVPD) for C41H102N6O14Zn as an isolated structure.

Geometry (Å):
Zn -19.908 -2.921 -3.156
C -20.142 2.198 -1.459
C -18.912 1.342 -1.794
O -19.120 -0.046 -1.940
H -19.769 3.191 -1.210
H -20.606 1.758 -0.576
H -20.819 2.268 -2.310
H -18.144 1.418 -1.024
H -18.361 1.722 -2.654
C -22.025 -0.075 -6.683
C -20.924 -1.084 -6.918
C -19.520 -0.395 -7.097
O -20.882 -2.052 -5.926
H -22.128 0.654 -7.486
H -21.892 0.439 -5.731
H -23.034 -0.472 -6.569
H -21.171 -1.556 -7.869
H -18.796 -1.093 -7.517
H -19.066 -0.190 -6.128
H -19.384 0.547 -7.627
C -25.832 -0.791 -0.416
O -24.971 -1.860 -0.449
C -24.364 -2.115 -1.736
C -23.727 -3.510 -1.685
N -22.382 -3.669 -1.099
C -22.229 -3.131 0.228
C -23.048 -3.794 1.298
O -22.574 -5.214 1.371
C -23.359 -5.933 2.248
H -25.287 0.149 -0.332
H -26.325 -0.872 0.553
H -26.552 -0.907 -1.225
H -23.603 -1.389 -2.022
H -25.129 -2.183 -2.510
H -23.756 -3.996 -2.660
H -24.451 -4.126 -1.152
H -22.178 -4.639 -0.907
H -22.465 -2.068 0.178
H -21.171 -3.258 0.454
H -24.084 -3.775 0.960
H -22.962 -3.330 2.281
H -24.417 -5.986 1.991
H -23.292 -5.482 3.237
H -22.997 -6.961 2.261
C -8.576 3.295 0.609
O -9.924 2.975 1.028
C -10.060 2.435 2.383
C -11.526 2.066 2.504
N -12.195 3.349 2.746
C -13.636 3.383 2.483
C -14.074 3.297 0.949
O -13.421 4.414 0.410
C -13.786 4.761 -0.949
H -8.089 3.983 1.299
H -8.628 3.625 -0.429
H -7.986 2.382 0.690
H -9.832 3.183 3.142
H -9.397 1.570 2.432
H -11.511 1.454 3.406
H -11.849 1.452 1.664
H -11.809 3.940 2.023
H -14.108 4.259 2.927
H -14.115 2.543 2.986
H -15.150 3.418 0.827
H -13.745 2.405 0.416
H -13.187 5.600 -1.304
H -14.848 5.001 -0.991
H -13.496 3.903 -1.555
C -10.616 6.442 -2.198
O -10.611 7.214 -3.371
C -9.847 6.496 -4.350
C -9.958 7.194 -5.734
N -11.326 7.119 -6.260
C -11.640 5.966 -7.039
C -13.128 5.847 -7.399
O -13.830 5.363 -6.294
C -14.096 3.953 -6.249
H -9.629 6.374 -1.742
H -10.895 5.393 -2.293
H -11.225 6.979 -1.470
H -10.272 5.500 -4.474
H -8.785 6.443 -4.110
H -9.183 6.783 -6.381
H -9.919 8.265 -5.536
H -11.919 7.253 -5.453
H -11.289 5.031 -6.601
H -11.151 6.078 -8.007
H -13.243 5.121 -8.204
H -13.492 6.839 -7.666
H -13.220 3.321 -6.397
H -14.800 3.620 -7.012
H -14.541 3.669 -5.296
C -23.379 4.076 6.306
O -22.465 4.958 6.986
C -22.042 6.131 6.267
C -21.156 5.680 5.108
N -20.140 4.690 5.569
C -19.422 3.970 4.513
C -20.200 2.833 3.783
O -20.258 1.806 4.735
C -21.210 0.771 4.460
H -24.126 4.577 5.691
H -23.941 3.346 6.890
H -22.753 3.470 5.651
H -21.426 6.745 6.924
H -22.929 6.691 5.970
H -20.573 6.511 4.713
H -21.878 5.472 4.319
H -20.643 3.939 6.020
H -18.457 3.622 4.881
H -19.079 4.673 3.753
H -19.524 2.362 3.070
H -21.095 3.133 3.237
H -22.256 1.042 4.317
H -21.111 0.117 5.326
H -20.851 0.112 3.670
C -19.007 6.557 -5.579
O -19.858 6.728 -6.700
C -20.547 5.511 -7.026
C -21.090 5.568 -8.457
N -21.876 6.845 -8.675
C -22.549 6.720 -9.967
C -21.615 6.773 -11.247
O -21.781 7.956 -12.003
C -20.932 9.015 -11.630
H -18.621 7.557 -5.384
H -18.118 5.941 -5.712
H -19.572 6.262 -4.694
H -21.315 5.272 -6.290
H -19.838 4.686 -7.078
H -21.747 4.699 -8.502
H -20.251 5.371 -9.124
H -21.213 7.602 -8.763
H -23.266 7.540 -9.971
H -23.219 5.876 -10.130
H -21.911 5.940 -11.885
H -20.568 6.651 -10.969
H -19.876 8.790 -11.776
H -21.136 9.430 -10.643
H -21.020 9.853 -12.322
C -17.752 -4.704 4.166
O -16.591 -5.074 3.389
C -16.979 -5.700 2.175
C -15.703 -6.086 1.406
N -14.736 -4.966 1.335
C -15.143 -3.938 0.332
C -14.549 -2.554 0.570
O -14.761 -2.095 1.915
C -16.109 -1.816 2.157
H -17.338 -4.009 4.897
H -18.236 -5.587 4.582
H -18.484 -4.207 3.530
H -17.608 -5.054 1.564
H -17.486 -6.639 2.396
H -16.060 -6.373 0.416
H -15.181 -6.958 1.800
H -14.695 -4.505 2.233
H -16.225 -3.804 0.309
H -14.697 -4.246 -0.613
H -14.908 -1.834 -0.165
H -13.471 -2.563 0.407
H -16.609 -2.785 2.152
H -16.621 -1.263 1.370
H -16.279 -1.398 3.150

For the gap between HOMO and LUMO, the calculation gives 0.057 Ha. The relative energy (zero: lowest compared OMol25 entry of this formula, charge and spin) comes out at 680.4 kJ/mol. Its energy is -4783.7924 hartree. For the LUMO energy, the calculation gives -5.47 eV. The calculation puts the HOMO energy at -7.02 eV. Its maximum force is 3.029 eV/A.

Here are the Löwdin charges for atoms 1 to 4, given in e:
1. Zn 0.33
2. C -0.07
3. C -0.35
4. O -0.17